Here is a single C5H7N3 molecule at a distorted geometry from OMol25. Energies are from ωB97M-V/def2-TZVPD.

Cartesian coordinates (Å):
H 2.70225 1.56207 -1.41364
N 2.19432 0.90832 -0.78315
C 1.02280 0.36016 -1.12461
C 0.39822 0.52893 -2.45081
N -0.40150 1.03105 -3.29825
N 0.19425 -0.04914 -0.17776
C 0.49919 0.00491 1.38580
C -1.01954 -0.79286 1.51256
C -1.15937 -0.57313 -0.01687
H 0.27288 1.25836 1.77591
H 1.36331 -0.55948 1.90930
H -0.96725 -1.94518 1.40761
H -1.65498 -0.45997 2.22774
H -1.96061 0.25206 -0.33445
H -1.48396 -1.52612 -0.61937

Summary:
HOMO: -8.980 eV
frontier orbital gap: 9.180 eV
relative energy (zero: lowest compared OMol25 entry of this formula, charge and spin): 545.4 kJ/mol
E_tot: -9763.7348 eV
molecular weight: 109.13 g mol⁻¹
SMILES: [H]/N=C(\C#N)N1CCC1

Here is a molecular structure, C5H7N3 at a distorted geometry from OMol25. Energies are from ωB97M-V/def2-TZVPD.

Cartesian coordinates (Å):
C 2.66413 0.30697 0.10598
C 1.34554 -0.53169 0.16402
C 0.11963 -0.02475 0.07162
C -2.28848 -0.58431 -0.10195
C -0.36394 1.44404 0.08428
H 3.40586 -0.67246 -0.47774
H 2.27858 1.27661 -0.47786
H 2.97982 0.68655 1.20972
H 1.52962 -1.59137 0.20964
H -0.87790 -1.89282 -0.25363
H -3.03705 -1.49391 -0.57676
H -3.63720 0.86408 -0.20245
N -0.97623 -1.03064 -0.05697
N -2.71274 0.68321 0.53871
N -0.42963 2.56049 -0.23663

Summary:
HOMO: -8.622 eV
frontier orbital gap: 9.096 eV
relative energy (zero: lowest compared OMol25 entry of this formula, charge and spin): 645.2 kJ/mol
E_tot: -9762.7006 eV
molecular weight: 109.13 g mol⁻¹

Here is a single C5H7N3 molecule at a distorted geometry from OMol25. Energies are from ωB97M-V/def2-TZVPD.

Cartesian coordinates (Å):
H -0.34404 -2.69210 2.18600
N -1.08218 -2.11197 1.99159
C -0.61046 -1.33219 1.12261
C 0.75947 -1.19337 0.63479
C 0.70603 -0.14251 -0.17141
N 1.70995 0.50295 -0.87049
C -0.66692 0.39318 -0.12504
C -1.01174 1.71469 -0.70564
N -1.47153 -0.29315 0.55314
H 1.55568 -1.88095 0.91419
H 2.35844 -0.20204 -1.27506
H 1.33602 1.02069 -1.65323
H -0.39932 2.51234 -0.22605
H -2.05576 1.95676 -0.55103
H -0.78365 1.74766 -1.82436

Summary:
HOMO: -9.013 eV
frontier orbital gap: 9.034 eV
relative energy (zero: lowest compared OMol25 entry of this formula, charge and spin): 161.4 kJ/mol
E_tot: -9767.7149 eV
molecular weight: 109.13 g mol⁻¹
SMILES: [H]/N=C1\C=C(N)C(C)=N1

Which value of HOMO does entry 3 give?
-9.013 eV